62
Properties=species:S:1:pos:R:3:forces:R:3:mulliken_charge:R:1 method="wB97M-V/def2-TZVPD" spin_multiplicity=6 total_charge=-1 gap_ev="7.57 / 7.80" homo_energy_ev="-5.1 / -5.4"
Mn 0.429177 -0.664252 0.426343 -2.18 1.00 -0.02 1.117
C -3.873386 -1.234745 0.500214 -0.26 -0.20 -0.57 -1.145
C -2.755200 -1.641357 -0.466851 0.24 0.28 0.29 0.108
C -2.966272 -1.062447 -1.875214 0.07 -0.20 -0.36 -1.003
O -1.513620 -1.345033 0.045930 0.39 0.26 -0.22 -0.493
H -4.841460 -1.536214 0.082251 -0.06 -0.04 0.08 0.449
H -3.907183 -0.153623 0.635588 0.14 -0.05 0.15 0.027
H -3.731647 -1.752220 1.447981 0.04 0.20 0.12 0.294
H -2.852003 -2.734031 -0.590837 -0.09 -0.25 -0.07 0.310
H -2.130536 -1.422686 -2.481026 0.00 0.17 -0.06 0.031
H -2.990949 0.029277 -1.928992 0.16 0.02 0.25 0.156
H -3.876785 -1.405472 -2.379196 -0.10 -0.15 0.24 0.455
C 4.408392 0.688851 -0.871884 -0.44 0.85 1.17 0.673
F 3.481652 1.118865 -1.739474 -0.11 -0.18 -0.35 -0.222
F 4.910054 -0.463580 -1.301621 -0.14 -0.48 -0.25 -0.259
F 5.399915 1.585234 -0.890991 0.25 0.05 -0.02 -0.240
S 3.666348 0.580466 0.872976 1.09 -0.55 0.41 1.191
O 2.322878 0.075882 0.584940 1.08 0.50 -0.02 -0.470
O 4.507415 -0.411065 1.514757 -0.25 0.30 -0.41 -0.678
O 3.751887 1.921825 1.391890 -0.35 -0.35 -0.54 -0.704
C -0.738041 -0.029499 4.875980 1.39 0.21 -0.20 0.505
F -0.251021 0.274300 6.091270 -0.30 0.27 0.02 -0.225
F -0.979565 -1.345302 4.900902 -0.32 0.15 -0.32 -0.235
F -1.865183 0.650183 4.680528 -0.27 -0.24 0.07 -0.220
S 0.576840 0.436990 3.591322 0.82 -0.42 0.19 1.012
O 1.818581 0.003029 4.205869 -0.98 0.29 -0.32 -0.625
O 0.178601 -0.429809 2.447814 -0.23 0.93 1.60 -0.694
O 0.422188 1.876466 3.399819 -0.26 -1.22 -0.05 -0.708
C -2.192248 1.812298 1.408945 -1.01 0.01 0.02 -1.749
C -1.473634 1.933047 0.087930 0.96 -0.10 -0.11 2.373
C -1.704589 3.273003 -0.629642 -0.57 0.89 0.83 -0.947
O -0.776513 3.478982 -1.680006 0.35 -0.18 0.48 -0.265
C -0.832303 4.759429 -2.239411 0.11 -0.11 -1.54 -0.869
N 0.028181 1.746549 0.318496 -2.11 0.60 -1.13 -0.518
H -3.282274 1.786884 1.289622 0.07 0.14 -0.19 0.460
H -1.981358 2.637010 2.090891 0.30 0.03 -0.07 0.441
H -1.949643 0.876275 1.905568 0.25 -0.02 -0.11 0.090
H -1.757209 1.142417 -0.612314 -0.10 -0.10 0.33 -1.420
H -1.619400 4.088923 0.105725 0.37 -0.02 0.07 0.403
H -2.720206 3.429934 -1.020350 -0.12 -0.60 -0.07 0.470
H -1.778603 4.865066 -2.780329 -0.25 0.37 0.30 0.322
H -0.079548 4.805234 -3.030693 0.13 -0.22 0.10 0.256
H -0.618249 5.631914 -1.619109 -0.29 -0.32 0.68 0.323
H 0.281742 2.355967 -0.458590 1.50 -0.38 0.22 0.378
H 0.274333 2.229500 1.182456 0.16 -0.17 0.05 0.241
C 2.351679 -4.377140 -0.614145 -0.20 -0.58 -1.13 -1.676
C 2.056735 -2.867089 -0.537609 0.01 -1.51 0.54 0.671
C 1.587330 -2.301078 -1.891795 0.48 0.00 1.35 -0.960
O 1.078380 -1.004999 -1.637848 -0.01 -0.53 -0.99 0.615
C 0.616816 -0.369261 -2.806207 0.31 0.74 -0.45 -0.951
N 1.050883 -2.689884 0.553499 1.02 -1.00 -0.01 -0.288
H 2.607626 -4.901086 0.307553 -0.06 0.64 0.36 0.378
H 3.133579 -4.700117 -1.310517 0.04 0.48 -0.14 0.366
H 1.438164 -4.860841 -0.981208 -0.01 -0.08 0.05 0.430
H 2.970848 -2.349443 -0.252792 -0.16 0.29 0.19 -0.128
H 0.818387 -2.926636 -2.355791 0.06 -0.03 -0.11 0.383
H 2.504107 -2.216649 -2.485277 -0.27 -0.14 -0.44 0.394
H -0.164697 -0.899854 -3.359458 -0.16 -0.20 0.50 0.317
H 1.433490 -0.232279 -3.528186 0.15 0.04 0.23 0.258
H 0.270474 0.615762 -2.492981 -0.15 -0.07 -0.15 0.158
H 0.311201 -3.388020 0.494010 -0.29 0.38 -0.56 0.288
H 1.515442 -2.993852 1.409276 0.15 0.59 0.08 0.348


49
Properties=species:S:1:pos:R:3:forces:R:3:mulliken_charge:R:1 method="wB97M-V/def2-TZVPD" e_above_lowest_kj_mol=244.2 smiles="Cc1cc(CN(C)c2ccc(Sc3ccoc3[C@H]3NC(=O)NC3=O)cc2)ccn1" gap_ev=8.28 homo_energy_ev=-7.8
O -2.795916 -1.382265 -5.155802 -0.22 1.21 0.76 -0.642
O -2.853367 -2.655438 -0.955712 0.75 1.06 -0.87 -0.581
N 2.989077 4.279519 5.222894 0.05 -0.47 -0.76 -0.611
O 0.178572 -3.521384 -3.612388 -0.45 0.45 0.24 -0.407
S 0.171381 -3.720311 0.418817 -0.10 -1.28 -0.45 -0.275
C -2.461812 -1.243628 -3.982613 -1.07 -2.22 -4.08 0.259
C -2.455416 -2.025789 -1.922960 -1.56 -2.37 1.90 0.217
C 0.903208 -4.632438 -3.403007 0.67 -0.97 1.92 -0.639
C 1.020832 -4.870157 -2.051995 0.24 -0.62 -0.66 -0.365
C 0.325966 -3.836494 -1.353994 -0.87 1.06 -1.33 0.137
C -0.213935 -3.048445 -2.380746 0.91 -0.85 1.35 0.273
C 2.661128 3.013459 4.965088 -0.80 0.87 -1.86 -0.552
C 2.974465 5.111029 4.165802 0.55 0.27 0.55 0.596
C -0.786025 -1.355109 1.460430 0.85 0.85 -0.45 -0.476
C 1.291419 -1.272174 0.268130 -0.20 0.59 0.23 -0.940
C -0.730106 0.036346 1.657844 0.02 -0.61 -0.76 -0.522
C 1.326476 0.104552 0.435247 -0.04 -0.03 -0.38 -0.284
C 2.189446 2.606707 3.692140 0.06 -0.31 1.75 -0.285
C 2.602611 4.744888 2.879283 -0.17 -0.17 -0.08 -0.819
C 0.228402 -2.018072 0.750305 -0.48 0.91 0.19 -0.089
C 0.302997 0.812990 1.103701 0.72 0.88 0.82 1.122
C 2.124188 3.471965 2.632198 0.43 -0.05 0.23 0.976
N -3.280070 -1.610564 -2.944448 -0.31 -0.01 0.60 -0.198
N -1.167182 -1.139358 -3.619823 1.12 0.13 0.35 -0.482
N 0.381306 2.222482 1.334825 0.65 -0.53 -0.86 0.145
C 3.502614 6.482880 4.465446 0.13 0.13 -0.39 -1.161
C -0.789726 2.970991 1.818240 0.95 0.07 0.68 -1.199
C -1.022634 -1.793117 -2.326344 0.82 0.97 0.30 1.235
C 1.696157 2.968638 1.270471 -1.55 -0.11 0.46 -1.042
H 1.366284 -5.223832 -4.190354 -0.54 0.67 -0.18 0.461
H 1.518420 -5.744037 -1.616429 -0.17 0.60 -0.18 0.412
H 2.720695 2.333718 5.774803 -0.01 -0.65 0.64 0.432
H -1.617049 -1.890429 1.863075 -0.41 -0.37 0.05 0.428
H 2.084260 -1.775756 -0.268992 0.05 0.08 -0.04 0.389
H -1.569407 0.517087 2.125450 -0.05 0.03 0.38 0.384
H 2.149425 0.591340 -0.064346 0.04 0.37 0.18 0.323
H 1.803442 1.619856 3.577291 -0.04 -0.75 -0.05 0.446
H 2.700071 5.414815 2.048233 -0.04 0.60 -0.13 0.346
H -4.095212 -2.207780 -3.167744 0.57 0.99 0.24 0.317
H -0.592500 -1.483734 -4.399357 -0.13 0.45 0.66 0.387
H 4.571760 6.539791 4.176314 -0.52 0.06 0.26 0.238
H 2.950028 7.231850 3.899996 0.11 0.14 -0.03 0.344
H 3.387433 6.680641 5.528768 0.17 0.03 -0.04 0.376
H -1.727762 2.496880 1.546600 0.10 -0.17 -0.08 0.373
H -0.739563 3.085872 2.924917 -0.23 -0.09 -0.51 0.356
H -0.816379 3.985700 1.400766 0.23 -0.23 -0.08 0.336
H -0.592157 -1.109809 -1.577091 0.09 -0.21 -0.15 -0.300
H 2.499869 2.334087 0.915232 -0.21 -0.23 -0.21 0.269
H 1.613960 3.831710 0.601514 -0.12 -0.18 -0.13 0.294


53
Properties=species:S:1:pos:R:3:forces:R:3:mulliken_charge:R:1 method="wB97M-V/def2-TZVPD" e_above_lowest_kj_mol=0.0 total_charge=+1 gap_ev=6.39 homo_energy_ev=-11.2
C 3.273439 -0.172373 -1.999778 0.16 -0.20 -0.30 -1.286
C 1.765397 -0.152576 -2.213503 -0.72 -0.65 -0.21 0.469
C 1.294717 1.170346 -2.807930 -0.13 -0.30 -0.22 -1.434
N 1.365641 -1.292187 -3.092188 -0.14 0.04 1.41 -0.490
C 0.801212 -2.215792 -2.388380 1.08 2.25 0.39 0.150
S 0.286319 -3.710756 -3.086739 -0.12 0.29 -1.03 -0.033
C 0.495228 -3.034709 -4.822621 -0.10 -0.79 -0.28 -0.291
C 0.161550 -4.046699 -5.852297 -0.41 -1.16 -0.63 0.059
N -0.113109 -4.853356 -6.646367 0.52 1.52 1.43 -0.393
C 0.631897 -1.848648 -0.872381 -0.20 -0.36 -0.72 0.908
C -0.830703 -2.069763 -0.486790 -0.28 0.00 -0.20 -1.645
C 1.565180 -2.706709 -0.024400 0.32 -0.37 0.14 -1.473
N 1.050355 -0.432177 -0.934487 0.10 1.17 0.98 0.534
C 1.199164 0.452857 0.111867 -0.36 -1.24 -1.12 0.481
C 0.726501 0.277296 1.384829 -0.94 -0.09 0.38 -0.565
C 1.324813 0.879441 2.615697 0.71 -0.04 0.66 -1.378
H 3.753680 -0.044664 -2.974212 0.06 0.02 0.18 0.440
H 3.580214 0.648910 -1.340902 0.00 -0.20 -0.12 0.318
H 3.601398 -1.136137 -1.582393 -0.10 0.39 -0.11 0.254
H 1.749824 1.292354 -3.794649 -0.06 0.08 0.15 0.418
H 0.202781 1.154967 -2.921820 0.27 0.07 0.03 0.327
H 1.594441 2.009688 -2.173447 -0.04 -0.04 -0.16 0.341
H -0.184139 -2.177231 -4.923045 0.36 -0.25 0.05 0.321
H 1.541174 -2.714895 -4.935263 -0.52 -0.08 0.02 0.330
H -1.082183 -3.127826 -0.666613 0.06 0.36 0.20 0.487
H -1.036047 -1.830272 0.562111 0.06 -0.14 -0.26 0.422
H -1.487378 -1.468384 -1.128762 0.11 -0.09 0.18 0.359
H 1.502685 -3.751563 -0.366757 -0.02 0.28 0.21 0.430
H 2.609007 -2.385767 -0.149502 -0.34 -0.13 0.16 0.319
H 1.287515 -2.682327 1.039086 0.16 0.06 -0.31 0.362
H 1.712069 1.376664 -0.183152 0.12 -0.45 0.33 0.577
H 0.071687 -0.585009 1.564363 0.51 0.29 -0.03 0.124
H 1.957639 0.155242 3.162386 -0.11 0.29 -0.37 0.352
H 1.938618 1.774787 2.410428 -0.17 -0.35 0.04 0.386
H 0.531167 1.156286 3.314118 0.47 -0.15 0.14 0.207
C -1.014539 3.500579 -0.148547 0.58 -0.04 0.03 -0.648
O -1.390100 2.331000 0.593634 -0.75 -0.25 0.14 -0.231
C -0.911771 2.094511 1.790071 -0.23 1.61 -1.33 -0.849
C -1.894057 1.701336 2.768329 -0.10 -0.83 0.42 0.914
C -1.616082 1.952585 4.130963 -0.24 -0.28 -0.37 -0.218
C -2.522610 1.553413 5.104014 -0.32 0.00 0.09 -0.734
C -3.721677 0.922478 4.727844 0.44 0.17 -0.26 -0.371
C -4.035309 0.735407 3.374250 0.23 0.15 -0.56 -0.607
C -3.137334 1.126777 2.378599 0.48 0.23 0.67 -0.421
H -1.653739 3.508468 -1.032202 0.21 -0.01 0.16 0.264
H -1.187175 4.395697 0.457284 -0.01 -0.17 -0.11 0.346
H 0.043507 3.426642 -0.419866 -0.12 0.11 -0.10 0.264
H -0.010740 2.677372 2.072364 -0.66 -0.51 -0.05 0.790
H -0.706430 2.495543 4.376272 -0.15 -0.20 0.18 0.448
H -2.314414 1.747562 6.160927 -0.09 -0.09 -0.45 0.400
H -4.426117 0.587042 5.485083 0.16 0.12 -0.09 0.404
H -4.987391 0.293827 3.069767 0.32 0.13 0.25 0.402
H -3.355774 1.040743 1.314707 -0.04 -0.18 0.35 0.458


84
Properties=species:S:1:pos:R:3:forces:R:3:mulliken_charge:R:1 method="wB97M-V/def2-TZVPD" spin_multiplicity=2 total_charge=+1 gap_ev="8.58 / 2.68" homo_energy_ev="-11.7 / -11.7"
C -29.603813 -8.603869 3.070975 -0.02 0.77 0.06 0.579
O -29.776362 -7.438891 2.720377 0.24 -0.56 -0.04 -0.618
N -28.537817 -9.373618 2.793411 0.23 -1.84 -0.77 0.148
C -28.520895 -10.801745 3.203856 -0.06 0.30 0.05 -0.931
C -27.497903 -9.025882 1.802949 0.44 0.74 2.03 -1.084
H -30.315759 -9.128922 3.726453 -0.06 0.10 -0.01 -0.060
H -27.562918 -10.994191 3.686919 0.00 -0.22 -0.21 0.327
H -28.713369 -11.483923 2.375795 0.54 0.19 -0.43 0.350
H -29.298144 -11.124370 3.896600 -0.12 0.85 0.31 0.276
H -27.519622 -7.937568 1.746540 -0.50 -0.08 -1.11 0.273
H -26.521083 -9.132838 2.274617 0.13 -0.50 0.36 0.397
H -27.426958 -9.661929 0.920618 -0.78 0.42 -0.23 0.334
C -33.104996 -7.470417 3.116364 -0.01 1.25 -0.54 -0.842
C -32.869896 -6.580924 1.867914 -0.40 -0.33 0.56 -0.696
C -32.441021 -5.146965 2.264531 1.39 -0.74 -1.28 0.410
C -33.093934 -4.588932 3.378757 -2.11 1.11 2.94 0.088
N -33.648201 -4.133757 4.294240 0.86 -0.52 -1.29 -0.531
H -32.320704 -7.289206 3.851317 0.15 -0.40 -0.22 -0.171
H -33.190198 -8.510585 2.801877 0.01 0.01 0.33 0.400
H -34.020219 -7.112688 3.588061 -0.16 -0.41 0.11 0.463
H -33.805469 -6.567566 1.308780 0.05 0.18 -0.18 0.392
H -32.114542 -7.072947 1.255176 0.14 0.45 -0.09 0.324
H -32.495396 -4.370231 1.501750 -0.14 -0.30 -0.53 0.362
H -31.387067 -5.172900 2.541305 0.30 -0.20 0.01 -0.202
C -24.662996 -2.301604 6.288630 -0.16 0.26 -1.28 -1.049
C -25.795928 -2.343922 7.245866 0.19 -1.30 3.40 0.179
C -25.694728 -3.613442 8.207053 -0.59 0.33 -0.34 -0.670
C -26.395858 -4.800673 7.636757 2.57 4.49 2.43 0.246
N -26.958219 -5.651989 7.185055 -2.21 -3.59 -1.96 -0.410
H -25.240176 -2.049929 5.398897 1.31 0.41 -0.87 0.221
H -24.070932 -3.202441 6.127209 -0.58 -0.39 0.00 0.274
H -23.913558 -1.581647 6.617402 -0.26 0.38 -0.47 0.321
H -26.827440 -2.237583 6.910054 0.18 -0.38 -0.66 -0.101
H -25.693849 -1.473547 7.894053 -0.08 -0.05 0.27 0.350
H -26.084584 -3.331387 9.185095 -0.55 -0.37 -0.09 0.225
H -24.680045 -3.929142 8.449663 0.24 0.24 -0.47 0.448
Br -29.904291 -0.436106 -2.316231 0.79 -0.71 0.48 -0.049
C -29.682436 -2.317976 -1.738402 0.13 -0.41 0.01 -0.814
C -28.805832 -2.573355 -0.515489 -1.35 1.48 -0.29 -0.242
Br -27.010301 -2.118773 -1.125635 0.67 -0.12 0.44 0.180
H -29.160125 -2.873838 -2.517055 -1.06 0.11 -0.60 0.466
H -30.725848 -2.552416 -1.527587 0.31 -0.67 -0.17 0.405
H -28.797189 -3.569133 -0.072253 0.04 -0.11 -0.44 0.484
H -29.150609 -1.874216 0.246371 0.83 0.07 0.35 0.108
Br -30.332146 -5.068920 6.239165 1.21 0.14 -1.23 -0.126
C -28.996730 -4.704479 4.738154 0.54 0.09 0.61 -0.335
C -29.316660 -3.325460 4.272349 -1.59 0.18 0.18 0.278
Br -28.220922 -2.809218 2.726588 -0.14 -0.03 0.53 -0.187
H -29.034351 -5.493703 3.987271 -0.57 0.01 0.16 0.290
H -27.970666 -4.644750 5.101099 -0.25 -0.63 0.70 0.289
H -29.231518 -2.591529 5.073722 0.65 0.05 -0.26 0.060
H -30.370782 -3.255607 4.003887 0.15 0.07 -0.63 -0.197
Br -28.182301 -1.702754 10.265828 -1.04 -0.95 -1.05 -0.188
C -29.469352 -2.803700 9.099875 0.43 0.07 0.71 -0.166
C -30.480123 -1.949952 8.429994 -1.32 0.84 -0.54 -0.476
Br -29.793252 -0.771977 7.050876 0.42 0.23 -0.10 -0.162
H -29.971763 -3.500188 9.771138 0.09 0.23 0.25 0.506
H -28.930918 -3.424584 8.383861 0.42 0.38 0.12 -0.124
H -31.100891 -1.298252 9.044847 0.59 -0.04 0.49 0.442
H -31.241864 -2.485649 7.863523 0.37 -0.74 0.15 0.183
Br -33.014583 -7.475949 10.823896 0.18 -0.18 -0.87 -0.176
C -33.164450 -8.282269 9.004336 -0.65 1.24 -0.70 -0.632
C -32.233440 -7.589663 7.994781 1.50 -1.28 1.32 -0.670
Br -32.130195 -8.596447 6.221772 -0.32 0.93 1.68 -0.099
H -34.173005 -8.016945 8.687295 -0.18 -0.79 0.38 0.384
H -32.945857 -9.340677 9.146059 -0.24 0.26 -0.27 0.409
H -31.267223 -7.737138 8.477248 0.47 -0.03 -0.72 0.364
H -32.307293 -6.504642 7.921417 -0.76 -0.28 -0.63 0.415
Br -31.643723 -1.278495 2.331960 0.53 -0.01 -0.25 -0.163
C -33.333918 -0.813246 3.146853 -0.61 -0.66 0.52 -0.540
C -33.149795 -0.786063 4.669887 -0.03 0.83 -0.25 -0.495
Br -34.806891 -0.090019 5.498280 0.58 -0.35 -0.28 -0.164
H -33.999562 -1.611731 2.819079 -0.06 0.10 0.29 0.339
H -33.675617 0.115431 2.689793 0.24 0.04 0.39 0.457
H -32.356721 -0.086117 4.932934 -0.20 0.14 -0.01 0.409
H -32.886879 -1.729546 5.148233 -0.44 -0.14 -0.44 0.165
Br -24.582636 -4.487296 -1.410410 -0.52 0.84 0.03 0.051
C -24.367093 -5.224638 0.381603 -0.77 -1.03 0.75 -0.359
C -25.027789 -4.344367 1.473302 0.76 0.12 -0.31 -0.213
Br -25.075699 -5.050459 3.369250 0.30 0.33 -1.87 -0.064
H -23.286773 -5.264216 0.521019 -0.15 -0.12 0.02 0.399
H -24.806041 -6.210146 0.226092 0.19 0.03 0.46 0.318
H -26.047698 -4.032992 1.247641 0.11 -0.31 0.03 -0.213
H -24.353069 -3.493111 1.382572 -0.43 0.47 1.04 0.427


13
Properties=species:S:1:pos:R:3:forces:R:3:mulliken_charge:R:1 method="wB97M-V/def2-TZVPD" e_above_lowest_kj_mol=210.8 smiles="C1=C[C@@H]2N[C@@H]2C1" gap_ev=10.17 homo_energy_ev=-8.9
C 1.234122 -0.114095 0.320581 0.09 -0.01 -0.11 -0.668
C 0.714626 1.250804 -0.101613 -0.12 0.06 0.02 -0.339
C 0.100864 -1.040518 -0.103292 0.22 -0.10 0.01 -0.177
C -1.076428 -0.195462 -0.488689 -0.03 0.09 -0.19 -0.189
N -0.987872 -0.837125 0.796384 0.10 0.48 0.67 -0.523
C -0.569076 1.219136 -0.471606 0.19 0.00 0.04 -0.472
H 2.236617 -0.383259 -0.022591 -0.13 0.14 -0.25 0.354
H 1.236242 -0.159372 1.418956 0.29 0.13 -0.21 0.203
H 1.323427 2.147317 -0.022065 -0.19 -0.06 0.14 0.367
H 0.295040 -1.948681 -0.676848 -0.17 -0.04 0.45 0.429
H -1.759174 -0.527744 -1.274708 0.05 0.01 0.34 0.414
H -1.548738 -1.491027 1.301807 -0.52 -0.60 -0.78 0.208
H -1.199644 2.080020 -0.676316 0.22 -0.11 -0.13 0.393